{"formula": "C21H19", "method": "ωB97M-V with the def2-TZVPD basis set", "multiplicity": 1, "gap_ev": 6.22, "total_charge": 1, "total_energy_ev": -22074.5983, "e_above_lowest_kcal_mol": 52.0, "elements": ["C", "C", "C", "C", "C", "C", "C", "C", "H", "H", "H", "H", "H", "H", "H", "H", "C", "C", "C", "C", "C", "C", "C", "C", "C", "C", "C", "C", "C", "H", "H", "H", "H", "H", "H", "H", "H", "H", "H", "H"], "coordinates": [[0.249, 0.042, -0.539], [0.038, -1.008, -1.501], [-0.317, -0.775, -2.913], [-0.341, -1.847, -3.872], [-0.702, -1.586, -5.193], [-0.976, -0.292, -5.620], [-0.872, 0.757, -4.729], [-0.535, 0.553, -3.398], [1.602, 0.156, -0.294], [-0.065, 1.078, -0.780], [0.334, -2.059, -1.197], [-0.093, -2.850, -3.534], [-0.779, -2.418, -5.873], [-1.261, -0.129, -6.667], [-1.068, 1.767, -5.043], [-0.436, 1.403, -2.731], [0.635, -0.233, 0.946], [1.495, 0.779, 1.901], [2.842, 0.425, 2.104], [3.739, 1.363, 2.666], [3.303, 2.670, 2.969], [1.953, 2.975, 2.851], [1.033, 2.050, 2.316], [-0.786, -0.581, 1.419], [-1.002, -1.900, 1.862], [-2.228, -2.342, 2.404], [-3.293, -1.418, 2.575], [-3.004, -0.075, 2.280], [-1.822, 0.368, 1.604], [1.162, -1.223, 1.018], [3.130, -0.631, 1.965], [4.753, 1.065, 2.861], [4.018, 3.419, 3.288], [1.581, 3.962, 3.184], [-0.062, 2.213, 2.392], [-0.148, -2.601, 1.930], [-2.395, -3.393, 2.624], [-4.296, -1.780, 2.864], [-3.804, 0.669, 2.491], [-1.585, 1.427, 1.368]], "lowdin_charge": [-0.09, 0.11, -0.18, 0.01, -0.05, -0.03, -0.05, 0.01, 0.30, 0.13, 0.16, 0.12, 0.11, 0.13, 0.12, 0.11, -0.24, -0.15, -0.05, -0.05, -0.07, -0.07, -0.03, -0.23, -0.05, -0.06, -0.07, -0.07, -0.03, 0.13, 0.12, 0.10, 0.11, 0.12, 0.10, 0.12, 0.11, 0.12, 0.11, 0.11]}

{"formula": "C21H19AgINO6", "method": "ωB97M-V with the def2-TZVPD basis set", "multiplicity": 1, "gap_ev": 5.72, "total_charge": -2, "total_energy_ev": -47960.9430, "e_above_lowest_kcal_mol": 7.0, "elements": ["Ag", "I", "C", "C", "C", "C", "C", "C", "C", "C", "C", "C", "H", "H", "H", "H", "H", "H", "O", "C", "O", "C", "C", "C", "N", "C", "C", "C", "O", "O", "H", "H", "H", "C", "O", "C", "C", "O", "C", "H", "H", "H", "H", "H", "H", "H", "H", "H", "H"], "coordinates": [[-0.560, 0.721, 0.975], [-0.447, 0.122, 3.871], [1.713, 0.182, 3.653], [2.405, 0.186, 4.830], [3.813, 0.209, 4.805], [4.470, 0.212, 3.608], [3.757, 0.200, 2.384], [4.449, 0.191, 1.155], [3.750, 0.178, -0.022], [2.343, 0.186, -0.012], [1.585, 0.203, 1.147], [2.321, 0.199, 2.373], [1.881, 0.171, 5.776], [4.364, 0.219, 5.739], [5.555, 0.227, 3.575], [5.534, 0.199, 1.166], [4.282, 0.180, -0.968], [1.837, 0.195, -0.973], [-1.066, 2.610, -6.213], [-0.993, 1.430, -5.822], [-0.931, 0.374, -6.494], [-0.905, 1.225, -4.282], [-0.767, -0.064, -3.775], [-0.727, -0.245, -2.406], [-0.830, 0.750, -1.525], [-0.938, 1.995, -1.996], [-0.968, 2.265, -3.364], [-1.058, 3.134, -0.962], [-0.894, 4.285, -1.389], [-1.336, 2.792, 0.226], [-0.701, -0.896, -4.463], [-0.610, -1.241, -1.985], [-1.050, 3.289, -3.699], [-3.778, 0.461, -0.237], [-3.192, -0.106, 0.920], [-3.459, -1.479, 1.088], [-2.501, -2.386, 0.335], [-1.266, -2.326, 0.990], [-0.248, -3.068, 0.370], [-4.874, 0.417, -0.163], [-3.461, -0.045, -1.154], [-3.440, 1.494, -0.281], [-4.488, -1.702, 0.770], [-3.356, -1.692, 2.154], [-2.414, -2.059, -0.710], [-2.890, -3.417, 0.341], [-0.480, -4.144, 0.387], [0.665, -2.872, 0.929], [-0.093, -2.758, -0.669]], "lowdin_charge": [0.60, 0.82, -0.57, -0.21, -0.12, -0.07, -0.19, -0.09, -0.11, -0.15, -0.18, -0.27, 0.06, 0.09, 0.10, 0.09, 0.09, 0.07, -0.06, -0.70, -0.09, -0.11, -0.02, -0.16, 0.05, -0.19, 0.05, -0.66, -0.03, -0.15, 0.10, 0.07, 0.12, -0.11, -0.23, -0.21, -0.23, -0.23, -0.11, 0.08, 0.08, 0.08, 0.12, 0.12, 0.11, 0.12, 0.08, 0.09, 0.07]}